{
  "formula": "C17H39CaCsF2KNO7",
  "method": "ωB97M-V/def2-TZVPD",
  "gap_ev": 0.9,
  "spin_multiplicity": 1,
  "homo_energy_ev": -4.6,
  "total_energy_ev": -74817.0498,
  "elements": ["O", "C", "O", "C", "C", "C", "O", "H", "H", "H", "H", "H", "H", "C", "C", "C", "N", "C", "C", "C", "C", "C", "H", "H", "H", "H", "H", "H", "H", "H", "H", "H", "H", "H", "H", "H", "H", "H", "H", "H", "O", "H", "H", "C", "C", "O", "H", "H", "H", "H", "H", "F", "Cs", "K", "C", "C", "C", "O", "H", "H", "H", "H", "H", "H", "H", "O", "H", "Ca", "F"],
  "positions_angstrom": [[1.9469, -1.3536, -4.2497], [1.6680, -0.1826, -4.2710], [2.5516, 0.8013, -4.2013], [1.9589, 1.9551, -3.6164], [0.6320, 1.4453, -3.1066], [0.3415, 0.5268, -4.3060], [-0.8086, -0.2375, -4.2738], [2.5701, 2.4618, -2.8936], [1.8122, 2.6982, -4.3842], [0.8620, 0.7408, -2.3205], [-0.1151, 2.1664, -2.8473], [0.4191, 1.2081, -5.1488], [-1.5569, 0.3567, -4.2805], [-0.7503, -1.2345, -0.4783], [0.3653, -0.8638, 0.4995], [0.0585, -1.1815, 1.9584], [-0.5982, -0.0575, 2.7430], [-1.6784, 0.5760, 1.9676], [-1.1451, -0.6412, 4.0413], [-0.0659, -0.4480, 5.0689], [0.6066, 0.8705, 4.6860], [0.4092, 1.0063, 3.1782], [-1.6313, -0.5910, -0.3968], [-0.3997, -1.1454, -1.5070], [-1.0494, -2.2687, -0.3076], [0.6672, 0.1831, 0.3643], [1.2320, -1.4643, 0.2303], [0.9778, -1.3985, 2.4934], [-0.6046, -2.0621, 1.9918], [-2.3785, -0.2078, 1.6585], [-1.2700, 1.0897, 1.1045], [-2.1769, 1.3138, 2.6038], [-2.0390, -0.0757, 4.3228], [-1.4024, -1.7342, 3.9070], [0.6305, -1.2817, 5.0256], [-0.4767, -0.4179, 6.0750], [1.6607, 0.8724, 4.9525], [0.1499, 1.7139, 5.2042], [1.3316, 0.8456, 2.6302], [0.0073, 1.9806, 2.9101], [1.1275, -3.7256, -5.7634], [0.3641, -3.9194, -5.2080], [1.4549, -2.8723, -5.4191], [5.9422, 2.0629, -3.9786], [5.8621, 3.3103, -4.8917], [4.8290, 4.0904, -4.5153], [5.0240, 1.4790, -4.0460], [6.7720, 1.4013, -4.2674], [6.0980, 2.3443, -2.9359], [5.8201, 2.9097, -5.9364], [6.8762, 3.7779, -4.8573], [-0.3407, -3.8250, 1.0019], [2.2732, -5.0006, -7.4655], [-0.8060, -6.0654, 1.1971], [-6.2069, 0.9565, 3.4407], [-5.5762, 2.2167, 4.1048], [-4.8610, 1.7771, 5.4030], [-6.5381, 3.0535, 4.3802], [-6.9412, 0.4710, 4.0925], [-6.6937, 1.1995, 2.4996], [-5.4318, 0.2282, 3.2126], [-4.7489, 2.5547, 3.3938], [-5.5603, 1.3266, 6.1088], [-4.3828, 2.6251, 5.8863], [-4.0449, 1.0239, 5.2053], [5.8884, -7.8266, -7.5766], [6.8201, -7.5825, -7.6047], [-4.2470, -0.7935, 3.4985], [-1.4844, -3.1629, 4.0131]],
  "atomic_forces_ev_per_a": [[-0.13, -0.14, -0.58], [-0.36, -0.06, -0.32], [1.47, -0.69, 0.60], [-0.75, 1.41, -0.14], [0.63, -1.10, -0.55], [-0.19, 0.93, 0.58], [0.05, -0.88, 0.01], [0.80, -0.41, 0.33], [0.00, 0.28, -0.50], [-0.33, 0.14, 1.01], [-0.34, 0.43, 0.06], [-0.43, -0.15, -0.77], [-0.27, 0.15, -0.04], [-0.12, 0.10, -0.12], [-0.12, 0.20, -0.16], [-0.16, -0.41, -0.39], [0.02, 0.37, 0.65], [-0.13, 0.11, 0.45], [-0.21, 0.22, -0.47], [0.11, 0.10, 0.12], [0.03, 0.04, 0.16], [0.12, 0.11, -0.14], [0.03, 0.02, -0.04], [0.00, 0.00, 0.00], [0.11, -0.04, 0.10], [0.09, -0.02, 0.05], [0.06, -0.03, 0.10], [-0.07, -0.18, 0.19], [0.37, 0.09, 0.19], [0.09, 0.01, -0.31], [-0.14, -0.16, -0.19], [0.02, 0.02, -0.04], [0.00, 0.83, 0.12], [0.15, -0.68, 0.03], [0.01, -0.11, -0.04], [-0.01, -0.07, 0.03], [0.05, 0.04, -0.06], [-0.08, -0.04, -0.02], [-0.04, -0.03, -0.17], [0.05, 0.01, -0.06], [-1.28, 1.46, 1.84], [-0.02, 0.15, 0.11], [-0.07, 0.10, 0.32], [0.40, -0.40, -0.15], [0.01, -0.36, 0.41], [-0.09, 0.07, -0.24], [-0.09, 0.06, -0.01], [0.00, 0.04, -0.03], [-0.06, 0.18, 0.02], [-0.30, 0.05, -0.02], [-0.13, 0.24, 0.16], [-0.09, -0.07, -0.27], [1.93, -1.82, -2.09], [0.12, 0.29, 0.20], [-0.47, 0.18, -0.04], [-0.49, 0.07, 0.85], [0.17, -0.44, -0.27], [0.26, 0.12, -0.38], [0.08, 0.06, 0.14], [0.08, 0.08, -0.05], [-3.05, 2.21, -1.39], [-0.04, 0.01, -0.09], [-0.12, 0.03, -0.05], [0.10, 0.02, -0.04], [0.23, -0.05, 0.04], [-0.47, 0.27, 0.03], [-0.05, 0.05, 0.00], [4.00, -3.04, 1.43], [-0.95, 0.02, -0.10]],
  "lowdin_charge": [0.133, -0.435, 0.066, -0.136, -0.075, -0.313, 0.032, 0.132, 0.133, 0.109, 0.126, 0.166, 0.101, -0.100, -0.219, -0.119, -0.246, -0.032, -0.190, -0.137, -0.131, -0.074, 0.053, 0.061, 0.054, 0.104, 0.124, 0.143, 0.096, 0.071, 0.111, 0.102, 0.053, 0.000, 0.128, 0.127, 0.120, 0.118, 0.133, 0.129, -0.456, 0.057, 0.020, -0.136, -0.567, -0.310, 0.030, 0.053, 0.052, 0.078, 0.076, -0.756, 1.218, 0.910, -0.132, -0.745, -0.078, -0.173, 0.105, 0.099, -0.167, 0.119, 0.085, 0.085, 0.009, -0.676, -0.221, 1.473, -0.570]
}